The following is a quantum chemistry calculation of a structure of composition C38H98N10O14 in a non-equilibrium geometry, from OMol25.

Summary:
**Kohn-Sham gap**: 7.37 eV
**Energy relative to the best compared isomer or geometry (same formula, charge and spin)**: 5585.49 kJ/mol
**Maximum force**: 13.514 eV/A
**HOMO**: -0.2587 Eh
**LUMO energy**: 0.328 eV
**Total energy**: -84497.1569 eV

XYZ file:
```
160
Properties=species:S:1:pos:R:3:mulliken_charge:R:1
C 12.30015 12.48457 25.18187 -1.823
O 12.90490 11.64907 25.76331 0.190
N 11.40275 13.23462 25.65529 0.628
N 12.16528 12.50494 23.87567 1.652
H 11.35104 14.11683 25.16628 -1.652
H 11.31225 13.21395 26.66101 0.638
H 12.73467 11.87905 23.32415 -0.202
H 11.49507 13.16684 23.51126 1.166
C 13.08088 11.31971 28.64445 -1.072
O 13.56135 11.45701 29.74763 -0.749
N 13.70807 11.81982 27.55633 0.972
N 11.93385 10.79125 28.38599 1.157
H 13.09906 11.83849 26.75082 -1.411
H 14.57453 12.33605 27.60986 0.560
H 11.56130 10.68796 27.45291 -0.199
H 11.57680 10.14775 29.07774 0.641
C 13.21620 12.72245 16.05929 -0.831
O 13.29701 12.33631 17.38822 -0.303
C 14.06789 13.20206 18.20680 -1.417
C 13.75174 12.84296 19.62922 0.547
N 12.50655 13.47627 19.95550 -0.546
C 12.10153 13.43063 21.35815 -0.168
C 11.78383 11.98443 21.69085 0.877
O 10.73396 11.56159 20.83791 -0.297
C 10.58885 10.16913 20.84333 -1.716
H 12.77627 13.71178 15.93373 0.317
H 12.69083 11.85347 15.66311 0.254
H 14.19916 12.71134 15.58834 0.307
H 13.93073 14.26215 17.99354 0.355
H 15.07630 12.96960 17.86446 0.477
H 14.49479 13.24221 20.31957 -0.170
H 13.67619 11.75990 19.72606 0.169
H 11.80913 12.99752 19.40368 0.450
H 11.23382 14.07771 21.48649 -0.790
H 12.93103 13.83545 21.93795 0.417
H 11.39575 11.97785 22.70941 -1.074
H 12.68369 11.37509 21.60680 0.379
H 9.87198 9.74809 20.13842 0.438
H 10.43391 9.86817 21.87944 0.826
H 11.52902 9.71682 20.52773 0.436
C 17.40565 15.64145 31.83187 -0.549
O 17.22523 14.33954 31.41251 -0.348
C 15.91490 13.85834 31.51600 -0.949
C 14.92245 14.55241 30.60669 -0.667
N 15.34840 14.63259 29.18999 -0.250
C 15.30528 13.36874 28.53962 -0.233
C 15.70247 13.58126 27.03713 -1.775
O 14.61177 13.30449 26.16814 1.273
C 14.92404 13.16319 24.83525 -1.547
H 18.48057 15.81963 31.86217 0.288
H 17.02240 15.94837 32.80502 0.347
H 17.05736 16.37991 31.10974 0.012
H 15.43637 14.10563 32.46360 0.478
H 15.86057 12.78851 31.31450 0.415
H 14.94123 15.61050 30.86782 0.661
H 13.92739 14.12071 30.71437 -0.042
H 15.29668 15.54601 28.76210 0.635
H 14.32834 12.88556 28.55486 -0.940
H 16.05592 12.71929 28.99001 0.822
H 16.48728 12.88397 26.74394 0.600
H 16.14197 14.53991 26.76158 0.560
H 15.34305 14.09476 24.45482 0.022
H 14.04083 13.04939 24.20667 -0.070
H 15.63308 12.34022 24.74550 1.116
C 13.45775 15.89061 24.88176 -2.088
O 12.32366 15.07714 24.85277 0.966
C 11.29082 15.72732 24.05418 -1.916
C 10.24150 14.68951 23.67947 -0.845
N 10.70731 13.89990 22.64459 0.715
C 9.74698 12.90589 22.15244 0.712
C 8.36183 13.57597 21.67955 -1.592
O 7.50724 13.51283 22.80532 -0.212
C 6.10364 13.66386 22.67628 -1.039
H 14.10363 15.76527 24.01271 0.239
H 13.99094 15.54461 25.76724 -0.396
H 13.18709 16.94172 24.98187 0.714
H 11.68670 16.19295 23.15164 0.579
H 10.80409 16.50690 24.64023 0.868
H 9.44766 15.30189 23.25178 0.506
H 9.98801 14.13003 24.57993 0.594
H 10.84032 14.54260 21.87690 0.957
H 9.51111 12.14793 22.89941 0.465
H 10.06862 12.32433 21.28848 -0.115
H 8.01449 12.95202 20.85604 0.528
H 8.51278 14.58912 21.30696 0.314
H 5.47409 13.46006 23.54245 0.410
H 5.65593 13.13473 21.83505 0.353
H 5.85550 14.70853 22.48871 0.358
C 14.80055 12.78037 21.69313 -1.874
O 14.04455 11.92976 22.49206 0.830
C 14.85154 10.84893 22.85454 -1.318
C 13.91450 9.76825 23.52248 0.114
N 13.83605 9.89944 24.97118 -0.364
C 13.33269 8.69858 25.63017 -1.246
C 12.72530 8.96284 27.05216 0.687
O 12.01697 8.00834 27.77371 -0.570
C 10.72434 7.85085 27.20060 -0.559
H 14.99360 12.41270 20.68534 0.420
H 15.77334 13.08343 22.08033 0.190
H 14.18792 13.67848 21.77171 0.465
H 15.64388 11.08852 23.56370 0.333
H 15.26190 10.24891 22.04235 0.757
H 14.41175 8.81793 23.32822 0.710
H 12.88677 9.74742 23.15992 -0.382
H 13.45858 10.76181 25.33713 1.991
H 14.13171 7.95785 25.66143 0.326
H 12.58456 8.19314 25.01949 0.361
H 12.15883 9.89370 27.07866 -1.200
H 13.53542 9.36628 27.65966 0.456
H 10.08871 8.73149 27.29308 0.049
H 10.33510 6.98077 27.72931 0.396
H 10.71982 7.67671 26.12461 0.221
C 16.82642 17.66140 28.57961 -0.994
O 16.04279 16.72510 27.89145 -0.260
C 14.84280 17.26679 27.31099 -0.716
C 13.93448 16.10519 26.92790 0.239
N 13.25736 15.40440 28.01937 -0.348
C 12.44527 14.32802 27.43705 0.461
C 11.57615 13.74098 28.57450 -1.845
O 10.68557 12.78851 28.04124 -0.405
C 9.97949 12.14255 29.09479 -1.012
H 16.90431 18.63231 28.09036 0.327
H 17.82804 17.24529 28.68784 0.315
H 16.51506 17.88199 29.60063 0.279
H 15.26958 17.82339 26.47663 0.435
H 14.39716 17.85583 28.11258 0.453
H 14.57077 15.49513 26.28675 -0.014
H 13.14544 16.56406 26.33212 0.378
H 13.97259 14.88348 28.50639 -0.537
H 13.07985 13.54996 27.01277 0.560
H 11.77005 14.70599 26.66938 0.021
H 11.07648 14.61865 28.98452 0.419
H 12.17250 13.43999 29.43582 0.361
H 10.61483 11.89112 29.94404 0.348
H 9.58454 11.21098 28.68945 0.256
H 9.08410 12.73101 29.29504 0.329
C 3.65661 9.95390 26.48017 -0.760
O 5.00364 10.46504 26.21686 -0.305
C 5.12101 11.31866 25.02124 -0.913
C 6.47323 11.96129 25.01008 -0.597
N 7.59326 11.14728 24.57407 -0.178
C 8.82847 11.96292 24.47395 -0.882
C 10.01227 11.02758 24.51553 -0.243
O 10.37584 10.44513 23.22281 -0.803
C 11.53789 9.57441 23.23789 -0.337
H 3.64268 9.11830 27.17995 0.247
H 3.36900 9.50421 25.52983 0.313
H 3.02159 10.75799 26.85206 0.262
H 4.36123 12.09624 25.09994 0.451
H 4.84909 10.70796 24.16030 0.471
H 6.74471 12.32814 25.99994 0.192
H 6.39272 12.93681 24.53052 0.582
H 7.70927 10.44467 25.29029 0.466
H 8.98956 12.65531 25.30025 0.563
H 8.82354 12.56031 23.56224 -0.089
H 9.82456 10.27229 25.27869 1.007
H 10.94668 11.45388 24.88052 0.171
H 11.44050 9.12938 22.24766 0.651
H 11.41753 8.69910 23.87618 0.143
H 12.45000 10.11230 23.49645 -0.618
```